{"formula": "C48H48N4O2SbW", "method": "wB97M-V/def2-TZVPD", "homo_ev": [-15.5, -15.5], "multiplicity": 3, "homo_lumo_gap_ev": [7.1, 6.4], "de_lowest_kcal_mol": 24.7, "energy_ev": -68951.91180, "fmax_ev_per_a": 2.26, "total_charge": 3, "species": ["W", "C", "C", "C", "C", "C", "C", "C", "N", "N", "C", "C", "C", "C", "C", "C", "N", "C", "C", "C", "C", "C", "C", "N", "H", "H", "H", "H", "H", "H", "H", "H", "H", "H", "H", "H", "H", "H", "H", "H", "H", "H", "H", "H", "C", "C", "O", "C", "C", "C", "C", "C", "C", "O", "H", "H", "H", "H", "H", "H", "H", "C", "C", "C", "C", "C", "C", "C", "Sb", "C", "C", "C", "C", "C", "C", "C", "C", "C", "C", "C", "C", "C", "C", "H", "H", "H", "H", "H", "H", "H", "H", "H", "H", "H", "H", "H", "H", "H", "H", "H", "H", "H", "H", "H"], "xyz": [[0.406605, 1.159791, 0.400427], [2.197814, 3.179680, 2.034006], [1.383565, 2.845422, 3.273757], [-0.109038, 2.678895, 3.126324], [-0.931790, 3.344203, 4.021763], [-2.279706, 3.039709, 4.107802], [-2.754953, 1.993242, 3.329795], [-1.902186, 1.404353, 2.427627], [-0.611009, 1.772535, 2.248970], [2.403445, 2.063295, 1.068961], [3.163537, 2.629737, -0.062708], [3.023715, 1.764145, -1.269038], [4.021254, 1.710664, -2.220151], [3.809477, 1.014677, -3.402399], [2.560657, 0.454060, -3.598850], [1.619614, 0.548979, -2.593399], [1.838288, 1.125701, -1.402247], [3.247084, 0.975148, 1.630645], [2.428817, 0.052673, 2.469311], [2.920544, -0.521937, 3.623871], [2.089397, -1.316196, 4.395810], [0.789011, -1.512293, 3.950907], [0.388555, -0.938390, 2.769708], [1.177802, -0.149822, 2.007612], [1.699525, 3.984830, 1.497313], [3.179090, 3.549255, 2.344565], [1.769197, 1.946600, 3.757514], [1.548883, 3.653716, 3.984879], [-0.506116, 4.087861, 4.681452], [-2.925821, 3.577388, 4.788427], [-3.772729, 1.640954, 3.425036], [-2.250216, 0.588580, 1.809134], [2.752957, 3.607435, -0.309817], [4.210840, 2.769601, 0.213068], [4.958030, 2.221706, -2.041021], [4.584498, 0.941836, -4.153281], [2.305527, -0.076413, -4.506008], [0.650139, 0.129068, -2.758814], [3.653231, 0.394697, 0.796412], [4.084478, 1.389019, 2.197111], [3.941465, -0.328445, 3.925275], [2.438640, -1.747958, 5.323917], [0.094327, -2.118922, 4.514818], [-0.626000, -1.087035, 2.424915], [-3.743836, 1.973185, -0.404338], [-2.295248, 2.317210, -0.436757], [-1.467939, 1.348117, -0.265805], [-1.852195, 3.620772, -0.736066], [-2.745904, 4.640024, -1.153649], [-2.270604, 5.809855, -1.675296], [-0.886398, 6.010602, -1.790728], [0.009061, 5.073446, -1.318926], [-0.454996, 3.886044, -0.757624], [0.402724, 3.026620, -0.237151], [-3.880628, 0.916158, -0.200691], [-4.225025, 2.211282, -1.353558], [-4.243266, 2.554092, 0.374122], [-3.812576, 4.478070, -1.076204], [-2.957731, 6.568766, -2.021668], [-0.517540, 6.919217, -2.248117], [1.076652, 5.235710, -1.393540], [-3.902454, -1.525099, 0.190007], [-3.303662, -2.834472, -0.241828], [-4.149927, -3.932884, -0.424060], [-3.663872, -5.157187, -0.839487], [-2.304138, -5.313315, -1.084700], [-1.448273, -4.242065, -0.910805], [-1.955029, -3.016431, -0.492436], [-0.413985, -1.455587, -0.479274], [-0.337463, -1.850421, -2.624367], [0.535930, -2.818688, -3.102257], [0.453809, -3.235921, -4.423342], [-0.500560, -2.684473, -5.261447], [-1.343482, -1.687348, -4.792700], [-1.276064, -1.250874, -3.473037], [-2.167838, -0.136284, -2.998376], [1.283090, -2.606429, 0.189793], [2.486377, -2.256748, -0.432158], [3.686275, -2.835704, -0.056553], [3.695419, -3.751581, 0.986048], [2.511507, -4.089968, 1.616876], [1.283599, -3.540898, 1.233247], [0.055941, -4.021148, 1.961389], [-4.673667, -1.685434, 0.942368], [-4.376546, -1.033543, -0.663099], [-3.131855, -0.869769, 0.607942], [-5.208976, -3.808727, -0.232495], [-4.339443, -5.991706, -0.968937], [-1.908311, -6.267035, -1.407392], [-0.390460, -4.370329, -1.095583], [1.283106, -3.257568, -2.451770], [1.123181, -4.004586, -4.786569], [-0.586057, -3.026035, -6.284337], [-2.077613, -1.250239, -5.458492], [-2.826102, 0.199070, -3.798047], [-1.582755, 0.727846, -2.672026], [-2.789567, -0.472551, -2.161567], [2.478985, -1.552427, -1.259190], [4.604606, -2.597231, -0.578470], [4.624186, -4.209863, 1.300134], [2.527772, -4.811402, 2.425698], [0.302790, -4.269154, 2.993824], [-0.319642, -4.932345, 1.494038], [-0.763825, -3.304654, 1.956032]], "forces_ev_per_angstrom": [[1.12, 0.87, 0.04], [-0.16, 0.14, 0.28], [0.00, 0.08, -0.17], [0.24, -0.25, -0.05], [-0.17, 0.04, 0.10], [0.16, -0.05, -0.12], [-0.07, 0.02, 0.14], [0.06, -0.04, -0.09], [-0.68, 0.51, 0.50], [-0.03, -0.33, 0.19], [-0.02, 0.06, -0.31], [-0.04, -0.07, 0.21], [0.06, 0.00, -0.06], [-0.12, 0.03, 0.05], [0.07, -0.02, -0.04], [-0.11, -0.05, -0.05], [0.08, -0.06, -0.17], [0.04, -0.17, 0.11], [-0.04, 0.09, -0.44], [0.04, -0.17, 0.14], [0.00, 0.13, -0.19], [0.05, -0.10, 0.17], [-0.18, 0.18, -0.15], [0.41, -0.33, 0.83], [0.06, -0.03, -0.10], [0.04, -0.08, -0.03], [-0.02, 0.02, 0.11], [0.03, 0.02, -0.02], [0.05, 0.00, -0.04], [-0.01, -0.04, 0.03], [0.01, -0.02, -0.06], [-0.03, 0.12, -0.06], [-0.03, 0.01, 0.08], [-0.01, -0.03, 0.06], [-0.01, 0.00, 0.04], [0.01, 0.00, 0.01], [-0.03, 0.05, -0.01], [-0.22, -0.12, 0.03], [0.03, 0.05, -0.03], [0.00, 0.04, -0.04], [-0.01, 0.04, -0.01], [0.00, -0.04, -0.01], [-0.04, 0.03, -0.04], [0.00, 0.00, -0.04], [-0.04, -0.15, 0.08], [0.10, 0.00, -0.30], [-1.25, 0.11, -0.27], [0.36, 0.21, 0.07], [-0.04, -0.06, -0.02], [-0.16, 0.08, -0.04], [-0.01, -0.14, 0.10], [0.19, 0.03, -0.06], [-0.53, -0.10, 0.09], [0.34, 0.36, -0.10], [0.04, 0.13, -0.02], [0.02, 0.04, -0.01], [-0.02, 0.06, -0.04], [0.01, 0.00, -0.08], [0.01, 0.01, 0.02], [0.02, 0.02, 0.03], [-0.01, 0.04, 0.04], [0.04, -0.25, -0.04], [-0.10, 0.04, 0.11], [-0.04, 0.04, 0.00], [0.03, 0.03, 0.00], [0.00, -0.03, 0.00], [0.05, 0.01, 0.03], [0.08, 0.56, 0.46], [0.37, -2.00, -0.99], [0.12, 0.34, 0.25], [0.09, 0.05, 0.12], [0.00, -0.08, -0.01], [0.03, 0.00, -0.07], [-0.03, -0.04, 0.05], [0.13, 0.03, 0.05], [-0.05, -0.16, -0.04], [-0.20, 0.19, -0.07], [-0.05, 0.00, -0.08], [0.07, 0.01, 0.01], [0.04, -0.04, 0.03], [-0.02, 0.03, -0.04], [0.05, 0.06, -0.01], [0.05, -0.08, -0.06], [0.01, 0.06, 0.05], [0.00, 0.04, 0.07], [-0.05, 0.01, -0.05], [0.00, -0.03, 0.00], [0.00, 0.00, -0.01], [-0.01, 0.00, 0.00], [0.03, -0.04, -0.03], [-0.06, -0.06, -0.06], [0.00, 0.01, 0.00], [0.01, 0.02, 0.00], [0.01, 0.02, 0.00], [-0.05, -0.02, 0.04], [0.00, 0.00, -0.01], [0.00, 0.09, 0.00], [0.05, -0.01, 0.02], [-0.02, 0.05, 0.00], [-0.01, -0.01, -0.01], [0.00, -0.01, -0.01], [-0.03, 0.01, -0.01], [-0.06, -0.01, 0.02], [-0.04, -0.01, -0.01]], "mulliken_spin": [1.36, 0.05, 0.00, 0.04, 0.00, 0.01, -0.01, 0.01, -0.05, 0.00, 0.04, 0.04, 0.00, 0.01, -0.01, 0.04, -0.01, 0.03, 0.05, -0.01, 0.01, 0.00, 0.04, 0.00, 0.00, -0.01, 0.00, 0.00, 0.00, 0.00, 0.00, -0.01, 0.00, 0.00, 0.00, 0.00, 0.00, -0.03, -0.01, 0.00, 0.00, 0.00, 0.00, 0.02, -0.01, -0.02, 0.09, 0.03, 0.00, 0.01, 0.01, 0.00, 0.01, 0.13, 0.00, 0.00, 0.00, 0.00, 0.00, 0.00, 0.00, 0.00, 0.00, 0.00, 0.00, 0.00, 0.00, 0.01, 0.11, -0.01, 0.00, 0.00, 0.00, 0.00, 0.00, 0.00, -0.04, 0.03, 0.00, 0.00, 0.00, 0.01, 0.00, 0.00, 0.00, 0.00, 0.00, 0.00, 0.00, 0.00, 0.00, 0.00, 0.00, 0.00, 0.00, 0.00, 0.00, 0.00, 0.00, 0.00, 0.00, 0.00, 0.00, 0.00]}



{"formula": "C48H50Ge2ReS8", "method": "wB97M-V/def2-TZVPD", "homo_ev": [-7.5, -7.7], "multiplicity": 2, "homo_lumo_gap_ev": [5.6, 6.1], "energy_ev": -252439.05724, "fmax_ev_per_a": 1.71, "species": ["Re", "S", "S", "S", "S", "C", "C", "C", "C", "C", "C", "C", "C", "C", "C", "C", "C", "C", "C", "C", "Ge", "S", "S", "Ge", "S", "S", "C", "C", "C", "C", "C", "C", "C", "C", "C", "C", "C", "C", "C", "C", "C", "C", "C", "C", "C", "C", "C", "C", "C", "C", "C", "C", "C", "C", "C", "C", "C", "C", "C", "H", "H", "H", "H", "H", "H", "H", "H", "H", "H", "H", "H", "H", "H", "H", "H", "H", "H", "H", "H", "H", "H", "H", "H", "H", "H", "H", "H", "H", "H", "H", "H", "H", "H", "H", "H", "H", "H", "H", "H", "H", "H", "H", "H", "H", "H", "H", "H", "H", "H"], "xyz": [[-0.180378, -0.333154, -0.311906], [2.021045, -0.444785, 0.164402], [3.034014, 1.306065, -0.211770], [1.677024, 2.734266, -0.743012], [-0.164744, 1.830540, -0.938363], [-4.363770, -3.705170, 5.834775], [-4.918914, -3.060571, 4.587465], [-5.789624, -3.748146, 3.748028], [-6.288101, -3.174593, 2.586705], [-7.209557, -3.970357, 1.695346], [-5.897502, -1.870842, 2.242373], [-5.048527, -1.149748, 3.088681], [-4.635584, 0.280652, 2.817719], [-4.571868, -1.762816, 4.245431], [-6.419130, -1.275181, 0.968713], [-7.743465, -0.843257, 0.941925], [-8.287584, -0.275297, -0.199200], [-7.502594, -0.113836, -1.330349], [-6.174414, -0.530649, -1.339089], [-5.631238, -1.136790, -0.188858], [-3.780495, -1.750671, -0.205295], [-2.437428, 0.034170, -0.082810], [-3.123042, -2.975942, -1.952988], [-1.840970, -3.880803, -0.361999], [0.009211, -2.610526, -0.387361], [-3.137175, -3.235645, 1.333531], [-1.429842, -5.791783, -0.271810], [-2.371202, -6.749828, -0.706648], [-2.111116, -8.104755, -0.505876], [-0.951863, -8.530198, 0.118873], [-0.021669, -7.593506, 0.532709], [-0.234834, -6.230807, 0.333761], [0.849989, -5.318627, 0.823158], [1.942178, -5.022576, 0.011118], [2.050220, -5.515314, -1.412481], [2.945204, -4.189651, 0.506488], [2.879504, -3.641947, 1.775780], [3.962665, -2.727106, 2.294752], [1.777492, -3.953570, 2.572622], [0.767189, -4.786941, 2.121950], [-0.416154, -5.089485, 3.011378], [-3.629405, -6.441538, -1.461451], [-3.569790, -6.200211, -2.835350], [-2.267317, -6.110277, -3.600259], [-4.757337, -6.020794, -3.542192], [-5.991751, -6.073767, -2.920997], [-7.269502, -5.859904, -3.693649], [-6.028855, -6.336120, -1.553040], [-4.872876, -6.528100, -0.811188], [-4.969530, -6.842489, 0.662882], [-5.346303, -0.254593, -2.554145], [-5.331897, -1.137543, -3.634172], [-6.185906, -2.383396, -3.675812], [-4.507257, -0.852582, -4.723785], [-3.715543, 0.281595, -4.763620], [-2.802099, 0.558768, -5.932145], [-3.797638, 1.183597, -3.702178], [-4.617647, 0.949056, -2.610404], [-4.774665, 2.003764, -1.539345], [-4.775459, -4.704507, 5.981374], [-4.595078, -3.110998, 6.721301], [-3.275982, -3.794551, 5.777284], [-6.075355, -4.767453, 3.996433], [-7.253965, -5.009456, 2.023080], [-6.869050, -3.950943, 0.657351], [-8.227133, -3.572844, 1.708090], [-5.135149, 0.707342, 1.949247], [-3.558906, 0.351820, 2.650847], [-4.872561, 0.906606, 3.681301], [-3.900587, -1.202088, 4.893120], [-8.343991, -0.945895, 1.840820], [-9.320277, 0.057368, -0.201223], [-7.911609, 0.350145, -2.222303], [-2.838184, -8.827402, -0.861649], [-0.768030, -9.588760, 0.271658], [0.899856, -7.908641, 1.011292], [1.255754, -6.210801, -1.676579], [3.006336, -6.017179, -1.578817], [1.999003, -4.669351, -2.104722], [3.790219, -3.947470, -0.135475], [4.733114, -2.557830, 1.541185], [4.442985, -3.149534, 3.180408], [3.550356, -1.755192, 2.578670], [1.705787, -3.530322, 3.572523], [-0.305997, -4.598143, 3.978399], [-0.526994, -6.163127, 3.181119], [-1.351914, -4.741871, 2.567641], [-1.396997, -6.309323, -2.978428], [-2.148923, -5.111869, -4.032763], [-2.258009, -6.825313, -4.426554], [-4.706081, -5.825349, -4.612202], [-7.066701, -5.644943, -4.744001], [-7.839862, -5.022625, -3.282878], [-7.910191, -6.743667, -3.646929], [-6.992474, -6.410037, -1.054297], [-6.013100, -6.895188, 0.976059], [-4.477261, -6.072248, 1.261229], [-4.494446, -7.796126, 0.903293], [-6.731060, -2.548311, -2.746929], [-5.571500, -3.266289, -3.853265], [-6.915275, -2.313351, -4.488685], [-4.475914, -1.555415, -5.554403], [-2.870913, -0.227248, -6.684658], [-1.760988, 0.624243, -5.607145], [-3.053950, 1.507684, -6.410031], [-3.214400, 2.101767, -3.735617], [-4.097582, 2.839684, -1.721786], [-4.566120, 1.616253, -0.542628], [-5.798475, 2.388560, -1.526268]], "forces_ev_per_angstrom": [[1.30, 1.10, -0.03], [-0.91, 0.02, -0.11], [0.06, 0.04, 0.16], [0.07, 0.07, -0.18], [-0.08, -0.86, 0.12], [-0.02, 0.03, -0.08], [0.01, -0.03, 0.07], [-0.01, -0.04, 0.00], [-0.01, -0.03, -0.03], [0.05, 0.00, 0.02], [-0.04, -0.01, -0.09], [-0.02, 0.11, 0.02], [-0.04, -0.08, 0.03], [0.02, 0.04, 0.04], [0.03, 0.02, -0.06], [-0.04, 0.05, 0.03], [0.00, -0.01, 0.02], [0.00, -0.02, 0.02], [0.00, 0.01, 0.16], [-0.27, 0.08, 0.06], [0.24, -0.03, 0.04], [-0.38, -0.05, 0.15], [-0.15, -0.11, -0.21], [-0.04, 0.28, -0.16], [-0.07, -0.31, -0.21], [-0.08, -0.05, 0.10], [0.00, -0.30, -0.05], [0.17, 0.00, -0.04], [-0.02, 0.01, 0.03], [0.00, -0.02, 0.00], [0.04, -0.01, -0.05], [-0.08, 0.00, 0.13], [-0.19, 0.01, 0.04], [0.11, -0.11, -0.04], [0.02, 0.04, 0.06], [0.07, -0.02, -0.04], [0.05, 0.05, 0.07], [-0.06, -0.05, -0.02], [0.05, 0.06, 0.04], [-0.12, 0.01, -0.01], [0.09, -0.05, -0.06], [0.12, 0.05, 0.05], [0.09, 0.04, -0.03], [-0.08, 0.01, 0.03], [0.00, 0.06, -0.09], [-0.10, 0.02, -0.01], [0.04, 0.00, 0.03], [-0.06, 0.02, 0.05], [0.01, -0.01, -0.01], [0.01, 0.06, -0.06], [-0.02, -0.03, 0.06], [0.01, -0.06, 0.01], [0.04, 0.06, 0.02], [0.01, -0.10, -0.01], [0.05, 0.06, -0.05], [-0.03, -0.02, 0.07], [0.02, 0.04, -0.06], [0.00, 0.04, 0.07], [-0.03, -0.04, -0.07], [0.01, 0.04, -0.02], [0.00, -0.01, -0.03], [-0.04, 0.01, -0.02], [0.02, 0.08, -0.02], [0.02, 0.04, 0.00], [0.02, -0.02, -0.01], [0.04, 0.02, -0.01], [-0.01, -0.04, -0.01], [-0.01, -0.03, -0.01], [0.00, -0.03, -0.02], [-0.06, -0.04, -0.05], [0.04, 0.00, -0.07], [0.07, -0.03, 0.00], [0.03, -0.03, 0.05], [0.04, 0.03, 0.02], [-0.02, 0.09, -0.02], [-0.05, 0.02, -0.03], [0.00, 0.00, 0.03], [-0.03, 0.03, 0.02], [-0.02, -0.02, 0.05], [-0.08, -0.03, 0.06], [-0.04, -0.01, 0.02], [-0.02, 0.00, -0.03], [0.01, -0.06, -0.01], [0.01, -0.04, -0.09], [0.01, -0.01, -0.03], [0.03, 0.01, -0.02], [0.05, -0.03, 0.05], [-0.02, -0.01, 0.02], [-0.02, -0.04, 0.04], [-0.02, 0.03, 0.03], [0.00, -0.02, 0.10], [0.01, -0.01, 0.05], [0.04, -0.03, -0.01], [0.03, 0.02, 0.00], [0.06, 0.04, -0.01], [0.04, 0.00, -0.04], [0.04, 0.03, 0.01], [-0.01, 0.04, -0.02], [0.03, 0.03, 0.00], [0.04, -0.02, -0.02], [0.04, 0.00, 0.05], [-0.01, 0.07, 0.08], [-0.01, 0.02, 0.03], [-0.04, -0.01, 0.01], [0.00, -0.01, 0.01], [-0.06, -0.08, 0.00], [-0.02, -0.06, 0.01], [-0.03, 0.00, -0.03], [0.03, -0.01, -0.04]], "mulliken_spin": [1.29, -0.14, -0.07, -0.06, -0.10, 0.00, 0.00, 0.00, 0.00, 0.00, 0.00, 0.00, 0.01, 0.00, 0.00, 0.00, 0.00, 0.00, -0.01, 0.01, 0.01, 0.05, 0.01, -0.02, 0.00, 0.02, 0.01, 0.00, 0.00, 0.00, 0.00, 0.00, -0.01, 0.01, 0.00, 0.00, 0.00, 0.00, 0.01, 0.00, 0.00, 0.00, 0.00, 0.00, 0.00, 0.00, 0.00, 0.00, 0.00, 0.00, 0.00, 0.00, 0.00, 0.00, 0.00, 0.00, 0.00, 0.01, 0.00, 0.00, 0.00, 0.00, 0.00, 0.00, 0.00, 0.00, 0.00, 0.00, 0.00, 0.00, 0.00, 0.00, 0.00, 0.00, 0.00, 0.00, 0.00, 0.00, 0.00, 0.00, 0.00, 0.00, 0.00, 0.00, 0.00, 0.00, 0.00, 0.00, 0.00, 0.00, 0.00, 0.00, 0.00, 0.00, 0.00, 0.00, 0.00, 0.00, 0.00, 0.00, 0.00, 0.00, 0.00, 0.00, 0.00, 0.00, 0.00, 0.00, 0.00]}